{
  "formula": "C5H14N2",
  "method": "ωB97M-V/def2-TZVPD",
  "relative_energy_kj_mol": 73.9,
  "multiplicity": 2,
  "gap_ev": [11.3469, 6.1592],
  "s2": 0.76,
  "total_energy_ha": -308.09325,
  "largest_force_ev_per_a": 2.92,
  "total_charge": 1,
  "symbols": ["C", "C", "N", "C", "C", "C", "N", "H", "H", "H", "H", "H", "H", "H", "H", "H", "H", "H", "H", "H", "H"],
  "positions_angstrom": [[1.733, -0.307, -1.758], [0.353, 0.305, -2.035], [-0.689, 0.243, -1.028], [-1.381, 1.357, 1.001], [-0.340, 0.441, 0.328], [-0.235, -0.941, 1.116], [-0.134, -0.722, 2.515], [2.438, 0.122, -2.464], [1.693, -1.391, -1.831], [2.123, -0.092, -0.763], [0.466, 1.375, -2.213], [0.042, -0.091, -2.999], [-1.262, -0.561, -1.189], [-1.415, 2.365, 0.610], [-2.315, 0.792, 0.880], [-1.256, 1.281, 2.078], [0.659, 0.873, 0.390], [-1.201, -1.424, 0.928], [0.527, -1.536, 0.609], [-0.626, -1.467, 2.988], [0.818, -0.621, 2.840]]
}